1.
DFT (ωB97M-V with the def2-TZVPD basis set) results for a structure of composition C5H12N2.

```
19
C5H12N2 (ωB97M-V with the def2-TZVPD basis set)
C -1.3300 -0.4539 -0.1391
C 0.0943 1.7033 0.1438
C -1.7145 -0.5335 1.3389
C -0.0417 0.3041 -0.4235
N 0.5220 0.1525 -1.6667
H 0.1871 -0.6994 -2.1153
H -2.1428 0.0218 -0.7019
H -1.2248 -1.4669 -0.5411
H -0.0473 1.7231 1.2239
H 1.0821 2.1053 -0.0829
H -0.6483 2.3655 -0.3127
H -2.6066 -1.1485 1.4673
H -0.9110 -0.9749 1.9315
H -1.9351 0.4529 1.7490
C 2.6034 -0.8753 -0.4986
N 2.0284 -0.9155 0.5627
H 0.8906 -0.3762 0.3794
H 3.5569 -1.2841 -0.8075
H 1.6375 -0.1001 -1.5071
```

Computed properties:
- strongest force on any atom (eV/A) = 0.99
- relative energy (zero: lowest compared OMol25 entry of this formula, charge and spin) (eV) = 3.268
- LUMO energy (eV) = 0.53
- total energy (a.u.) = -307.109256


2.
DFT (ωB97M-V with the def2-TZVPD basis set) results for a cluster of 9 separate species, C51H87N2O11S in total.

```
152
C51H87N2O11S (ωB97M-V with the def2-TZVPD basis set)
C 8.3743 1.2381 3.6257
C 7.0686 2.1531 3.5898
O 6.5651 2.2845 2.2575
C 5.4489 1.3847 2.0333
C 4.1482 1.9700 2.7293
N 2.9543 1.1109 2.6723
C 2.2933 1.3450 1.3859
C 1.1990 0.3695 0.8676
C -0.2112 0.5874 1.5446
C -0.4198 1.4442 2.7079
C -1.7057 1.6316 3.3775
C -2.8741 0.9153 2.8596
C -2.6766 0.0873 1.6726
C -1.3940 -0.0983 1.0053
C 3.0486 -0.2264 3.2245
S 4.1673 -0.2313 4.7508
C 1.6658 -0.7700 3.8700
O 1.3240 -0.3092 4.9703
O 0.9880 -1.6853 3.2525
C 3.6057 -1.3965 2.3444
C 3.7954 -2.7399 2.9585
C 4.3146 -3.8954 2.2635
N 4.6792 -3.8245 0.9444
C 4.5390 -2.6110 0.3800
C 4.0215 -1.3622 0.9392
H 8.6596 1.0428 2.5598
H 9.1983 1.7463 4.1928
H 8.0835 0.2577 4.0908
H 6.3358 1.6752 4.3015
H 7.2759 3.1869 3.9847
H 5.7601 0.3977 2.4760
H 5.3239 1.2119 0.9336
H 3.8954 2.8817 2.1047
H 4.3633 2.4008 3.7474
H 3.0854 1.4600 0.5771
H 1.8129 2.3726 1.4294
H 1.4179 -0.7239 0.9099
H 1.0214 0.6117 -0.2248
H 0.4743 1.9727 3.1328
H -1.7542 2.2877 4.2832
H -3.8439 1.0379 3.3948
H -3.5625 -0.4518 1.2633
H -1.3370 -0.7720 0.0803
H 5.3519 -0.8249 4.3481
H 3.5134 -2.8731 4.0328
H 4.3897 -4.8604 2.8275
H 4.8718 -2.5460 -0.6936
H 3.9608 -0.4034 0.3836
C -4.4704 -2.9624 -2.8255
C -4.0936 -1.5789 -3.3093
C -3.2209 -1.0766 -2.1748
O -2.5758 -2.2255 -1.6017
C -3.2001 -3.4064 -2.1232
H -4.7748 -3.6400 -3.6248
H -5.2910 -2.8926 -2.1045
H -3.5041 -1.6551 -4.2291
H -4.9507 -0.9337 -3.5062
H -3.8215 -0.6050 -1.3896
H -2.4661 -0.3629 -2.5119
H -2.5004 -3.8734 -2.8258
H -3.3948 -4.1064 -1.3085
C -8.7945 -2.8239 0.7529
C -9.0162 -1.7753 -0.3218
C -7.7406 -0.9575 -0.2274
O -6.7069 -1.8510 0.2015
C -7.3022 -3.0779 0.6388
H -9.3908 -3.7265 0.6175
H -9.0276 -2.4044 1.7358
H -9.0803 -2.2565 -1.3026
H -9.9173 -1.1782 -0.1760
H -7.8315 -0.1640 0.5226
H -7.4607 -0.5048 -1.1810
H -7.0863 -3.8440 -0.1150
H -6.8545 -3.3859 1.5855
C 10.1584 3.3034 -1.2218
C 9.1625 2.2102 -0.8850
C 10.0476 0.9775 -0.8551
O 11.3475 1.4124 -0.4329
C 11.3943 2.8436 -0.4690
H 9.8301 4.3020 -0.9316
H 10.3559 3.3077 -2.2986
H 8.7363 2.3890 0.1067
H 8.3414 2.1279 -1.5983
H 10.1484 0.5354 -1.8528
H 9.6773 0.2113 -0.1715
H 11.3868 3.2064 0.5647
H 12.3220 3.1684 -0.9449
C 8.5138 0.7579 8.1203
C 9.2856 -0.3086 7.3672
C 8.2309 -1.3851 7.1807
O 6.9678 -0.7162 7.0964
C 7.1366 0.6510 7.4899
H 8.9449 1.7562 8.0347
H 8.4607 0.4981 9.1821
H 9.6005 0.0789 6.3937
H 10.1713 -0.6662 7.8942
H 8.1966 -2.0619 8.0417
H 8.3918 -1.9784 6.2782
H 7.0629 1.2714 6.5899
H 6.3367 0.9364 8.1750
C -6.8349 -6.4572 4.3116
C -7.2891 -5.7020 5.5454
C -8.2099 -4.6527 4.9493
O -8.7899 -5.2307 3.7715
C -8.0877 -6.4396 3.4544
H -6.4763 -7.4655 4.5202
H -6.0328 -5.9054 3.8131
H -7.8572 -6.3692 6.2010
H -6.4713 -5.2717 6.1237
H -7.6519 -3.7605 4.6464
H -9.0025 -4.3505 5.6367
H -8.7451 -7.2828 3.6947
H -7.8659 -6.4650 2.3856
C -7.6300 2.3169 -5.3416
C -6.7518 2.7624 -4.1893
C -6.8141 1.5603 -3.2649
O -6.9880 0.4042 -4.0969
C -7.3102 0.8355 -5.4258
H -7.4353 2.8482 -6.2728
H -8.6835 2.4576 -5.0813
H -5.7264 2.9111 -4.5403
H -7.0854 3.6843 -3.7125
H -7.6757 1.6205 -2.5911
H -5.9095 1.4459 -2.6639
H -6.4345 0.6541 -6.0593
H -8.1456 0.2463 -5.8098
C -8.1890 4.7431 -10.6326
C -8.4938 3.2713 -10.4264
C -8.0967 3.0697 -8.9750
O -8.3262 4.3164 -8.3068
C -8.5692 5.3333 -9.2864
H -8.7335 5.1928 -11.4635
H -7.1184 4.8790 -10.8118
H -9.5663 3.0936 -10.5488
H -7.9592 2.6111 -11.1099
H -7.0315 2.8306 -8.8831
H -8.6735 2.2810 -8.4875
H -9.6343 5.5869 -9.2507
H -7.9910 6.2256 -9.0399
C 5.8956 2.0542 -4.2104
C 5.5435 0.5791 -4.1609
C 5.4590 0.3286 -2.6664
O 5.0272 1.5552 -2.0641
C 5.1060 2.6046 -3.0351
H 5.6427 2.5353 -5.1559
H 6.9680 2.1862 -4.0353
H 4.5658 0.4149 -4.6235
H 6.2687 -0.0640 -4.6606
H 6.4404 0.0771 -2.2492
H 4.7590 -0.4700 -2.4135
H 4.0843 2.8666 -3.3310
H 5.5746 3.4835 -2.5879
```

Computed properties:
- total charge = -1
- strongest force on any atom (eV/A) = 3.45
- relative energy (zero: lowest compared OMol25 entry of this formula, charge and spin) (eV) = 0.000
- LUMO energy (eV) = 1.73
- total energy (a.u.) = -3330.614090


3.
DFT (ωB97M-V with the def2-TZVPD basis set) results for a cluster of 2 separate species, C3H12N2S in total.

```
18
C3H12N2S (ωB97M-V with the def2-TZVPD basis set)
C -0.0238 -1.8814 1.3089
C 0.0761 -3.3285 0.7621
S 1.1937 -3.3982 -0.7856
H 0.2606 -1.7346 2.3548
H -1.0670 -1.6186 1.1915
H 0.5379 -1.0527 0.8396
H 0.5399 -3.8575 1.5918
H -0.8495 -3.8578 0.4694
H 0.1235 -3.4287 -1.6088
N 0.0133 3.7519 -1.1801
C 0.2518 2.6125 -0.2291
N -0.5175 1.4818 -0.7130
H 0.6510 4.5330 -1.0226
H -0.9235 4.0980 -1.0152
H 1.2682 2.2206 -0.2482
H -0.0289 2.8331 0.8032
H -1.4750 1.5598 -1.0188
H -0.0307 1.0672 -1.4999
```

Computed properties:
- strongest force on any atom (eV/A) = 2.00
- relative energy (zero: lowest compared OMol25 entry of this formula, charge and spin) (eV) = 0.792
- LUMO energy (eV) = 0.98
- total energy (a.u.) = -629.150396


4.
DFT (ωB97M-V with the def2-TZVPD basis set) results for a structure of composition C22H33Cl2N4NiO3.

```
65
C22H33Cl2N4NiO3 (ωB97M-V with the def2-TZVPD basis set)
O -0.6365 0.8960 -1.8737
C -1.6247 1.4060 -2.4871
C -1.2739 1.9013 -3.8657
C 0.0069 2.4183 -4.1210
H 0.7288 2.4963 -3.3026
C 0.3621 2.8188 -5.4050
H 1.3625 3.2164 -5.5818
C -0.5587 2.7155 -6.4564
H -0.2805 3.0347 -7.4620
C -1.8373 2.2000 -6.2113
H -2.5670 2.1134 -7.0188
C -2.1906 1.7901 -4.9254
H -3.1798 1.3655 -4.7361
H -3.6524 0.9751 -2.7671
C -3.4329 3.0737 -2.1245
C -3.0343 1.5906 -2.0886
H -4.4573 3.1943 -1.7556
H -3.3813 3.4647 -3.1452
H -2.7530 3.6538 -1.4864
C -3.1184 0.9934 -0.7381
C -3.4251 1.7206 0.4667
H -2.9193 -0.0730 -0.6538
H -4.4086 2.2214 0.4394
H -2.6678 2.4901 0.7045
H -3.4355 1.0070 1.3043
Ni 1.7613 0.2513 -1.6318
Cl 2.7014 2.1536 -1.4359
Cl 1.3841 -1.6400 -2.5529
H 5.8291 -0.8990 -2.8571
H 6.7043 0.9745 -1.4445
C 4.9073 -0.8289 -2.2642
C 5.8695 0.8672 -0.7400
N 5.2342 -0.4226 -0.9168
H 4.3906 -1.7897 -2.2373
C 4.9322 -1.2010 0.1546
O 4.2669 -2.2384 0.1185
H 6.2398 0.9258 0.2897
H 5.3611 -0.7907 1.0958
H 4.2513 -0.0776 -2.7288
H 5.1478 1.6795 -0.9162
H -0.7349 -5.0181 1.5450
H 0.7470 -5.0891 0.0434
C -1.3338 -4.1656 1.2156
C 0.3117 -4.3624 -0.6521
N -0.6683 -3.5663 0.0721
H -1.4265 -3.4323 2.0252
C -1.2253 -2.4449 -0.4466
O -2.1518 -1.8478 0.1104
H 1.0904 -3.7039 -1.0585
H -0.7643 -2.1088 -1.3966
H -2.3422 -4.5089 0.9415
H -0.1559 -4.9014 -1.4922
N -0.7965 -0.7203 3.7813
C -0.0872 -0.4270 2.6642
C 0.8150 -1.3658 2.1164
C 1.3524 -1.1206 0.8653
N 1.1077 0.0307 0.1942
C 0.3592 1.0014 0.7792
C -0.2802 0.8007 1.9871
H -0.6405 -1.5778 4.2927
H -1.4382 -0.0528 4.1858
H 1.0483 -2.2932 2.6396
H 2.0082 -1.8311 0.3624
H 0.2964 1.9398 0.2315
H -0.9412 1.5696 2.3895
```

Computed properties:
- total charge = -1
- strongest force on any atom (eV/A) = 5.28
- relative energy (zero: lowest compared OMol25 entry of this formula, charge and spin) (eV) = 0.000
- 2S+1 = 3
- LUMO energy (alpha / beta) (eV) = 2.79 / 2.77
- <S²> = 2.01
- total energy (a.u.) = -3731.626684


5.
DFT (ωB97M-V with the def2-TZVPD basis set) results for a cluster of 9 separate species, C24H42IN2O37PS8 in total.

```
115
C24H42IN2O37PS8 (ωB97M-V with the def2-TZVPD basis set)
C 3.4306 0.3000 -1.3520
C 2.3813 0.2127 -2.4405
O 2.5228 -0.5093 -3.3902
O 1.2513 0.9757 -2.3087
C 0.4706 0.5415 -1.1615
C -0.9945 0.8972 -1.4364
C -1.4308 2.2090 -0.7760
O -0.9404 3.2780 -0.9712
N -2.5115 1.9375 0.1196
C -3.1184 0.6688 -0.2870
C -2.1134 -0.1387 -1.2219
O -2.7728 -0.1928 -2.5351
C -3.4972 -1.2404 -2.7971
N -4.2784 -2.0779 -2.9415
P -1.6233 -1.8065 -0.5293
O -0.6460 -1.4360 0.7119
I -3.6352 -2.6498 0.6358
H 3.3241 -0.5335 -0.6624
H 3.2694 1.1948 -0.7534
H 4.4267 0.3137 -1.7816
H 0.8182 1.1153 -0.3042
H 0.6344 -0.5214 -1.0194
H -1.0372 1.1170 -2.5084
H -2.1066 1.8205 1.0449
H -3.3948 0.1711 0.6402
H -4.0304 0.7958 -0.8727
H 0.0217 -2.1498 0.7156
C -2.8011 -4.3680 5.2544
C -1.5037 -5.0833 5.5708
O -1.2924 -5.9428 4.4439
S -1.8562 -5.2427 3.1142
O -0.7854 -4.6063 2.4388
O -2.7218 -6.1543 2.4616
O -2.7307 -4.1131 3.8463
H -3.6681 -5.0018 5.4511
H -2.9054 -3.4292 5.7916
H -1.5597 -5.6760 6.4794
H -0.6665 -4.3851 5.6378
C 2.1925 -4.9448 -3.2009
C 1.7378 -3.5017 -3.2629
O 0.4474 -3.5204 -2.6301
S 0.4245 -4.6245 -1.4702
O 0.6943 -3.9841 -0.2267
O -0.7030 -5.4570 -1.6535
O 1.7489 -5.4053 -1.9148
H 1.7126 -5.5533 -3.9697
H 3.2716 -5.0473 -3.2736
H 1.6444 -3.1261 -4.2772
H 2.3963 -2.8435 -2.6943
C 4.1228 1.6216 3.2745
C 4.3600 0.1473 3.5283
O 3.0374 -0.4287 3.5235
S 2.1121 0.3676 2.4977
O 2.0694 -0.3257 1.2560
O 0.9142 0.7438 3.1578
O 3.0497 1.6425 2.3125
H 3.7873 2.1366 4.1766
H 4.9904 2.1263 2.8681
H 4.8388 -0.0487 4.4799
H 4.9393 -0.3112 2.7253
C -5.0691 2.3602 -3.6674
C -5.8970 1.1931 -4.1595
O -6.9836 1.1226 -3.2244
S -7.3633 2.5942 -2.7188
O -8.4555 3.0902 -3.4742
O -7.3820 2.5845 -1.3017
O -6.0292 3.3300 -3.2276
H -4.4506 2.0754 -2.8130
H -4.4397 2.7842 -4.4472
H -5.3405 0.2599 -4.1617
H -6.3073 1.3746 -5.1547
C -7.3415 -3.8602 1.8998
C -7.6986 -2.4100 1.6506
O -9.0053 -2.2701 2.2291
S -9.1366 -3.2221 3.5096
O -8.8778 -2.4716 4.6856
O -10.3144 -3.9978 3.3707
O -7.8548 -4.1366 3.2107
H -7.8340 -4.5232 1.1864
H -6.2697 -4.0363 1.8780
H -7.7298 -2.1576 0.5947
H -7.0151 -1.7332 2.1679
C -2.2876 6.1085 -4.6547
C -3.7632 6.2708 -4.9582
O -3.8373 6.2154 -6.3901
S -2.7102 5.2244 -6.9497
O -3.2859 3.9462 -7.1758
O -1.9775 5.8991 -7.9563
O -1.8336 5.1408 -5.6112
H -1.7399 7.0388 -4.8153
H -2.1017 5.7449 -3.6474
H -4.1636 7.2148 -4.6011
H -4.3526 5.4467 -4.5497
C 7.7700 3.8388 -1.6125
C 7.3715 2.4195 -1.9625
O 6.3994 2.0737 -0.9650
S 5.5573 3.3763 -0.5578
O 4.3452 3.4014 -1.2894
O 5.5836 3.4936 0.8555
O 6.5460 4.4604 -1.1988
H 8.4726 3.8645 -0.7773
H 8.1870 4.3786 -2.4580
H 8.2047 1.7241 -1.9203
H 6.8964 2.3653 -2.9442
C 9.9377 0.6592 5.6519
C 9.0918 -0.2519 6.5179
O 7.7529 -0.0364 6.0449
S 7.7774 0.2611 4.4744
O 7.4911 -0.9347 3.7679
O 7.0463 1.4542 4.2382
O 9.3411 0.5646 4.3484
H 9.8813 1.6971 5.9842
H 10.9768 0.3467 5.6025
H 9.1525 -0.0074 7.5742
H 9.3474 -1.3025 6.3683
```

Computed properties:
- strongest force on any atom (eV/A) = 2.95
- relative energy (zero: lowest compared OMol25 entry of this formula, charge and spin) (eV) = 0.000
- LUMO energy (eV) = -0.12
- total energy (a.u.) = -7657.463716


6.
DFT (ωB97M-V with the def2-TZVPD basis set) results for a cluster of 9 separate species, C8H36N17O8 in total.

```
69
C8H36N17O8 (ωB97M-V with the def2-TZVPD basis set)
N -0.0194 -0.6393 -0.6130
H 0.7271 -0.5843 0.0651
H 0.2553 -0.4147 -1.5586
H -0.6080 0.1402 -0.3563
H -0.5317 -1.5084 -0.5639
C 2.7277 -2.7886 0.8235
O 2.2809 -1.6517 0.7380
N 3.8711 -3.2158 1.2085
N 1.9112 -3.7313 0.5438
H 4.1749 -4.1751 1.1210
H 4.5351 -2.5268 1.5317
H 0.9856 -3.4858 0.2226
H 2.2076 -4.6378 0.8760
C -4.6595 -0.3283 0.7632
O -4.8989 0.6524 1.4454
N -3.7246 -0.2760 -0.1511
N -5.4344 -1.3282 0.8376
H -3.8073 -0.7934 -1.0145
H -3.2560 0.6110 -0.2679
H -5.1840 -2.2102 0.4140
H -6.1683 -1.3798 1.5295
C -1.5360 -3.9095 -0.1995
O -0.9445 -2.8407 -0.1534
N -2.4581 -4.0777 -1.0483
N -1.4112 -4.8064 0.6646
H -2.8335 -3.3709 -1.6645
H -2.9808 -4.9134 -0.8280
H -0.5974 -4.7172 1.2561
H -2.0522 -5.5821 0.7520
C 1.0559 3.2755 -2.2962
O 0.7296 4.3658 -1.9117
N 2.3544 2.9910 -2.4947
N 0.2714 2.3587 -2.6592
H 3.1601 3.5875 -2.3719
H 2.5632 2.0504 -2.7978
H 0.6183 1.4800 -3.0166
H -0.7038 2.6035 -2.7551
C 1.0201 -0.9047 -3.9038
O 0.9360 -0.1621 -2.9052
N 0.2141 -0.8028 -4.9082
N 1.9622 -1.7448 -4.0750
H 0.3974 -1.5516 -5.5609
H -0.3304 0.0478 -4.9021
H 1.8339 -2.2788 -4.9226
H 2.7638 -1.9339 -3.4904
C 3.1685 3.1292 1.2105
O 4.0581 2.5226 0.6174
N 1.9537 2.9056 1.4428
N 3.3934 4.1560 1.9922
H 1.4198 3.6657 1.8394
H 1.6581 1.9551 1.2716
H 2.6341 4.7300 2.3298
H 4.3435 4.4869 1.9032
C -1.9854 2.7579 0.3248
O -1.4718 1.6620 0.1243
N -3.1385 2.8614 0.9207
N -1.5894 3.9219 -0.2290
H -3.5709 3.7738 0.8956
H -3.6389 2.0241 1.1827
H -1.9881 4.8417 -0.1061
H -0.7712 3.8141 -0.8112
C 1.1612 0.4892 4.1873
O 2.2447 0.9436 4.3503
N 0.2070 0.8240 4.8969
N 0.9574 -0.5848 3.4723
H 0.5452 1.4983 5.5685
H -0.6530 0.3113 5.0299
H -0.0386 -0.6929 3.3442
H 1.6840 -0.8884 2.8399
```

Computed properties:
- strongest force on any atom (eV/A) = 9.24
- 2S+1 = 2
- LUMO energy (alpha / beta) (eV) = 0.15 / 0.09
- <S²> = 0.75
- total energy (a.u.) = -1859.233866


7.
DFT (ωB97M-V with the def2-TZVPD basis set) results for a cluster of 2 separate species, C4H12 in total.

```
16
C4H12 (ωB97M-V with the def2-TZVPD basis set)
C 1.9443 1.3058 0.4699
C 1.6072 0.9800 1.9209
H 2.5869 2.1789 0.3772
H 2.3694 0.4387 -0.0333
H 1.0380 1.5378 -0.0960
H 2.4110 1.1183 2.5772
H 1.2217 -0.0228 2.0108
H 0.8635 1.6779 2.3158
C -1.2970 -0.8333 -0.6689
C -2.2002 -1.4999 -1.7094
H -1.9181 -0.4419 0.1353
H -0.5269 -1.4964 -0.2881
H -0.8188 0.0260 -1.1083
H -1.6323 -1.9901 -2.4907
H -2.8169 -0.7150 -2.1461
H -2.8318 -2.2639 -1.2662
```

Computed properties:
- strongest force on any atom (eV/A) = 1.74
- relative energy (zero: lowest compared OMol25 entry of this formula, charge and spin) (eV) = 0.140
- LUMO energy (eV) = 1.16
- total energy (a.u.) = -159.579845


8.
DFT (ωB97M-V with the def2-TZVPD basis set) results for the molecule C4H5BrO2.

```
12
C4H5BrO2 (ωB97M-V with the def2-TZVPD basis set)
C -0.9503 -1.5447 0.1903
C -1.0147 0.1639 0.5158
C 0.1610 0.0338 -0.5264
C 1.4483 0.7398 -0.1124
O -1.6444 -2.5200 0.2742
O 0.1466 -1.4251 -0.4883
Br -2.5974 1.1581 0.0044
H -0.5956 0.4798 1.4054
H -0.0717 0.3540 -1.4499
H 1.5530 0.5750 0.9981
H 1.2844 1.7141 -0.1375
H 2.2809 0.2714 -0.6738
```

Computed properties:
- strongest force on any atom (eV/A) = 6.28
- relative energy (zero: lowest compared OMol25 entry of this formula, charge and spin) (eV) = 0.836
- LUMO energy (eV) = 0.62
- total energy (a.u.) = -2879.857209